[1]
This record from the OMol25 dataset describes a 12-piece molecular cluster, C33H90O20 overall at a distorted geometry. The level of theory is the ωB97M-V functional and the def2-TZVPD basis.

Results
**Frontier orbital gap**: 9.79 eV
**Energy relative to the best compared isomer or geometry (same formula, charge and spin)**: 0.748 eV
**2S+1**: 1
**Net charge**: 0

Last column: Löwdin charge in e.
Atoms and positions in Å:
1 O -20.1127 19.5157 -4.7046  -0.1832
2 O -21.8618 14.6774 -11.6656  -0.1833
3 O -16.4902 24.3527 -6.5418  -0.1830
4 O -18.2697 22.7681 -8.0014  -0.2044
5 O -19.3340 24.1545 -5.4580  -0.0424
6 O -19.9499 16.4324 -4.5953  -0.1609
7 O -23.6911 13.9739 -2.1739  -0.1302
8 O -20.2291 23.5408 -2.9185  -0.0834
9 O -17.8630 17.4793 2.4271  -0.1857
10 O -22.8844 10.7897 -9.5157  -0.1983
11 O -24.0175 21.5740 -3.9130  -0.2160
12 O -26.8932 20.2687 -2.1760  -0.1708
13 O -20.9893 10.6177 -6.4352  -0.1650
14 O -17.5354 13.9080 -6.5982  -0.1897
15 O -18.4284 17.0603 -0.2287  -0.2053
16 O -18.0875 16.7985 -8.5183  -0.1799
17 O -12.8775 20.3921 -4.2955  -0.1579
18 O -22.8773 19.2278 -5.3026  -0.0759
19 O -22.5904 15.3416 -8.6996  -0.2019
20 O -14.9210 18.9401 -2.7461  -0.1703
21 C -15.0962 20.1846 -3.3990  -0.2150
22 C -21.2195 11.8922 -5.8628  -0.1084
23 C -25.0245 21.5267 -2.9320  -0.2081
24 C -16.1496 23.8291 -7.8060  -0.1905
25 C -20.4237 15.1165 -4.8757  -0.0991
26 C -16.0987 18.1685 -2.8062  -0.1092
27 C -16.8779 17.0030 1.5417  -0.2154
28 C -23.2290 15.3003 -1.9420  -0.1431
29 C -18.9589 17.4144 -9.4367  -0.1023
30 C -23.0879 22.6244 -3.6782  -0.0846
31 C -17.5577 16.1729 0.4861  -0.1975
32 C -23.2903 15.7259 -7.5417  -0.1018
33 C -19.4529 16.3595 -0.9030  -0.1116
34 C -18.1982 15.4055 -8.4204  -0.2333
35 C -19.4713 18.5905 -5.5522  -0.1948
36 C -19.0947 21.6719 -8.3367  -0.0927
37 C -25.8551 20.2813 -3.1131  -0.2183
38 C -19.5488 20.8054 -4.8226  -0.0837
39 C -13.8340 21.0119 -3.4719  -0.2177
40 C -20.1628 17.2707 -5.7045  -0.2054
41 C -21.3751 13.6279 -10.8316  -0.0900
42 C -27.6135 19.0810 -2.1276  -0.1292
43 C -21.2481 10.6436 -7.8187  -0.2059
44 C -22.7472 10.5450 -8.1520  -0.2238
45 C -16.0942 23.5544 -5.4529  -0.1102
46 C -17.6416 12.6784 -7.2740  -0.1038
47 C -23.1289 15.8743 -9.8940  -0.2016
48 C -11.6807 21.1194 -4.3830  -0.1171
49 C -16.8867 22.5450 -8.1515  -0.2074
50 C -22.0788 15.9049 -10.9886  -0.1989
51 C -17.4775 18.5355 3.2807  -0.1011
52 C -23.9732 10.1619 -10.1720  -0.0838
53 C -17.1471 15.0214 -7.3695  -0.1891
54 H -24.2301 15.1706 -7.4276  0.0909
55 H -22.7294 22.6832 -2.6474  0.0836
56 H -19.9828 17.0316 -1.5882  0.0835
57 H -18.4286 18.4475 -5.2323  0.1277
58 H -22.4295 15.6055 -2.6201  0.0596
59 H -18.5571 12.6657 -7.9006  0.0711
60 H -24.8680 10.7810 -10.0855  0.0878
61 H -11.5945 21.8444 -3.5642  0.0830
62 H -24.0952 9.1692 -9.7304  0.0851
63 H -20.0840 14.7746 -5.8493  0.0679
64 H -16.2535 17.7853 -3.8220  0.0838
65 H -19.0412 15.7229 -1.7000  0.0870
66 H -19.9802 17.3992 -9.0290  0.0787
67 H -23.5779 16.7847 -7.5224  0.0898
68 H -13.3932 21.3239 -2.5200  0.1288
69 H -18.9645 23.5480 -6.1203  0.0274
70 H -14.1875 21.9602 -3.9120  0.1031
71 H -23.3288 11.2600 -7.5605  0.1197
72 H -11.5649 21.7139 -5.2966  0.0847
73 H -21.2483 17.4325 -5.8186  0.1171
74 H -21.4952 15.0098 -4.6637  0.0732
75 H -18.8798 20.7955 -7.7168  0.0637
76 H -25.1629 19.4276 -3.0642  0.1304
77 H -28.1409 18.8831 -3.0721  0.0886
78 H -16.8030 12.4660 -7.9390  0.0962
79 H -20.5786 12.6187 -6.3801  0.0644
80 H -17.0169 15.8251 -6.6444  0.1249
81 H -23.4855 16.8988 -9.7354  0.1249
82 H -19.8914 23.7667 -3.8128  -0.0101
83 H -20.8736 11.5774 -8.2591  0.1098
84 H -18.3344 19.2027 3.3650  0.0866
85 H -15.0640 23.6554 -7.8383  0.1283
86 H -20.9850 12.8541 -11.4931  0.0913
87 H -19.3137 18.9860 -6.5685  0.1099
88 H -17.0047 18.6437 -2.4207  0.0908
89 H -24.0351 13.8515 -3.0613  0.0652
90 H -23.6012 23.5656 -3.8933  0.0961
91 H -23.2391 20.0539 -4.9426  0.0035
92 H -16.4102 17.8295 0.9888  0.1248
93 H -24.5926 21.5834 -1.9281  0.1318
94 H -25.6754 22.4064 -3.0336  0.1330
95 H -26.3114 20.2386 -4.1123  0.1354
96 H -19.5274 24.9588 -5.9500  0.0730
97 H -27.0112 18.1965 -1.8998  0.0851
98 H -23.7545 10.0119 -11.2278  0.0856
99 H -22.4281 16.5271 -11.8187  0.1294
100 H -24.0843 15.9813 -1.9461  0.0753
101 H -22.2080 22.4372 -4.2842  0.0719
102 H -19.4442 23.3058 -2.4138  0.0358
103 H -18.9137 16.9383 -10.4161  0.0921
104 H -20.1239 21.9841 -8.1747  0.0987
105 H -23.9599 15.2372 -10.2255  0.1359
106 H -20.8003 9.7789 -8.3084  0.1319
107 H -15.4254 19.9911 -4.4292  0.1239
108 H -16.3335 24.6252 -8.5259  0.1301
109 H -20.0238 14.5519 -4.0278  0.0949
110 H -22.2298 12.3089 -5.8928  0.0843
111 H -19.7178 21.4012 -3.9292  0.0745
112 H -28.4113 19.1378 -1.3886  0.0867
113 H -19.8595 16.8596 -6.6762  0.1089
114 H -18.0820 15.2814 0.8413  0.1250
115 H -16.6942 22.3137 -9.2087  0.1307
116 H -17.9292 11.9338 -6.5313  0.0942
117 H -18.4692 20.7535 -5.0036  0.0867
118 H -21.9580 19.2031 -4.9815  -0.0006
119 H -16.1028 16.4846 2.1166  0.1293
120 H -18.0030 14.7755 -9.3072  0.1246
121 H -18.9485 21.4157 -9.3926  0.0917
122 H -21.1432 16.3513 -10.6339  0.0951
123 H -22.8378 15.2354 -0.9264  0.0780
124 H -18.8192 18.4939 -9.5183  0.0800
125 H -20.8756 11.8199 -4.8323  0.0976
126 H -19.1904 14.9738 -8.2089  0.1117
127 H -15.8918 17.2953 -2.1855  0.0826
128 H -16.5116 23.9865 -4.5491  0.0953
129 H -16.1614 14.9357 -7.8428  0.1283
130 H -16.5008 22.5374 -5.5422  0.0717
131 H -20.1323 15.9624 -0.1522  0.0908
132 H -16.5327 21.6847 -7.5745  0.1218
133 H -20.5504 13.9687 -10.1977  0.0762
134 H -16.5497 19.0052 2.9489  0.0846
135 H -22.2005 13.2150 -10.2532  0.0731
136 H -23.0087 9.5319 -7.8182  0.1281
137 H -15.0077 23.4253 -5.3949  0.0811
138 H -22.6362 15.5586 -6.6908  0.0611
139 H -15.8776 20.7315 -2.8566  0.1277
140 H -17.3003 18.1407 4.2909  0.0830
141 H -16.8616 15.8565 -0.3046  0.1189
142 H -20.0443 21.3129 -5.6596  0.0845
143 H -10.8203 20.4528 -4.3125  0.0876

=====

[2]
This record from the OMol25 dataset describes one molecule with the formula C2H6N2S at a distorted geometry. The level of theory is the ωB97M-V functional and the def2-TZVPD basis.

Results
**Frontier orbital gap**: 9.59 eV
**Energy relative to the best compared isomer or geometry (same formula, charge and spin)**: 0.503 eV
**2S+1**: 1
**Net charge**: 0

Last column: Löwdin charge in e.
Atoms and positions in Å:
1 S 0.2694 0.4728 -1.1894  0.8288
2 N 1.0181 1.3333 1.0629  0.0313
3 N 0.3854 -1.0090 1.1222  0.0419
4 C 0.6046 0.1778 0.5845  -0.8108
5 C -1.0380 -0.7205 -1.5203  -0.4376
6 H -0.6691 -1.7563 -1.5963  0.0357
7 H 0.9791 1.4142 2.0693  0.1054
8 H 0.6409 -0.8996 2.1437  0.0493
9 H -1.7680 -0.6565 -0.6901  0.0405
10 H 1.0435 2.1994 0.5275  0.0864
11 H -1.4659 -0.5555 -2.5140  0.0290

=====

[3]
This record from the OMol25 dataset describes one molecule with the formula C5H8O at a distorted geometry. The level of theory is the ωB97M-V functional and the def2-TZVPD basis.

Results
**Frontier orbital gap**: 10.07 eV
**Energy relative to the best compared isomer or geometry (same formula, charge and spin)**: 4.210 eV
**2S+1**: 1
**Net charge**: 0

Last column: Löwdin charge in e.
Atoms and positions in Å:
1 O 0.6859 -1.0653 1.8201  -0.1093
2 C 0.6199 -0.3973 -1.0020  -0.1361
3 C -0.5698 -1.3675 1.5474  -0.2778
4 C -0.0488 1.2258 0.1899  -0.1360
5 C -0.2298 -0.3195 0.3039  -0.0269
6 C -0.0306 0.9626 -1.3304  -0.1829
7 H -0.7844 -2.3965 1.2049  0.1031
8 H -1.0655 0.7391 -1.6069  0.1055
9 H -0.7548 1.9669 0.5748  0.1053
10 H 0.5493 -1.1946 -1.7468  0.1053
11 H 1.6620 -0.2714 -0.6785  0.1169
12 H 0.9609 1.4292 0.5710  0.1169
13 H 0.3519 1.6711 -2.0814  0.1129
14 H -1.3461 -0.9828 2.2339  0.1031

=====

[4]
This record from the OMol25 dataset describes a 2-piece molecular cluster, C13H12Cl4N2 overall at a distorted geometry. The level of theory is the ωB97M-V functional and the def2-TZVPD basis.

Results
**Frontier orbital gap**: 9.37 eV
**2S+1**: 1
**Net charge**: 0

Last column: Löwdin charge in e.
Atoms and positions in Å:
1 Cl -6.6096 -1.2108 3.0346  0.5232
2 Cl 3.9889 -1.1767 2.3663  0.6075
3 Cl -4.2156 -2.8434 2.8001  0.5278
4 Cl -4.1536 -0.0546 1.9720  0.6623
5 N 5.2342 1.2167 -1.6519  0.1606
6 N 5.8590 -2.1046 -0.8237  0.1612
7 C -2.8220 0.9427 0.0503  -0.2085
8 C -3.1651 0.0174 -1.0637  -0.0908
9 C -0.8098 0.1738 -1.9575  -0.0467
10 C 1.0696 1.5468 -0.7983  -0.1411
11 C 5.0114 -1.6155 -0.2256  -0.2330
12 C -1.4431 1.4889 0.1849  -0.0231
13 C 3.7709 -1.0773 0.5705  -0.6058
14 C -0.4522 1.0893 -0.8273  -0.2028
15 C 3.3124 0.3910 0.0733  -0.2655
16 C -2.1724 -0.3698 -2.0981  -0.0633
17 C -4.8430 -1.2226 3.1186  -1.4910
18 C 1.9225 0.2013 -0.6577  -0.1871
19 C 4.3380 0.8981 -1.0060  -0.1871
20 H 1.9979 -0.3433 -1.6452  0.1293
21 H 1.2810 2.2970 0.0087  0.1145
22 H -3.6315 1.2375 0.8084  -0.0396
23 H -0.0273 -0.1093 -2.7155  0.1048
24 H 1.2969 -0.4811 0.0028  0.1247
25 H -1.1473 2.1691 1.0211  0.1053
26 H 3.2862 1.1096 0.9322  0.1347
27 H 1.3061 2.0159 -1.7921  0.1185
28 H 2.9383 -1.7956 0.3047  0.1053
29 H -4.5474 -0.9331 4.1230  0.0151
30 H -4.1942 -0.4134 -1.1474  0.0940
31 H -2.3792 -1.0441 -2.9617  0.0967

=====

[5]
This record from the OMol25 dataset describes a 2-piece molecular cluster, C4H13O2PSi overall at a distorted geometry. The level of theory is the ωB97M-V functional and the def2-TZVPD basis.

Results
**Frontier orbital gap**: 7.92 eV
**Energy relative to the best compared isomer or geometry (same formula, charge and spin)**: 1.211 eV
**2S+1**: 1
**Net charge**: 0

Last column: Löwdin charge in e.
Atoms and positions in Å:
1 P 0.1913 2.5295 0.4754  0.8806
2 Si 0.1950 -1.9836 -0.0468  0.5211
3 O 1.2472 1.4604 1.2735  -0.5044
4 O 1.2698 -0.9375 0.1576  -0.3033
5 C 2.5834 1.8516 1.1117  -0.2292
6 C -0.4488 -2.1657 -1.8062  -0.1858
7 C -1.3306 -2.1514 0.8621  -0.2052
8 C -0.9205 1.5327 -0.6772  -0.3231
9 H -1.4870 -2.5695 -1.8089  0.0378
10 H -2.1993 -1.9910 0.1737  0.0519
11 H -1.8348 1.9530 -0.2324  0.0021
12 H -0.8944 1.8726 -1.7683  0.0458
13 H -0.9541 0.4498 -0.8845  -0.0124
14 H 3.1105 1.6996 2.0544  0.0815
15 H -1.4819 -1.4258 1.6545  0.0352
16 H -0.0474 -2.7666 -2.6421  0.0393
17 H 2.6582 2.9171 0.7639  0.0634
18 H 3.0090 1.1897 0.4594  0.0341
19 H -0.6264 2.7971 1.5900  -0.0710
20 H -1.5794 -3.0083 1.5599  0.0595
21 H -0.4597 -1.2537 -2.2697  -0.0180